[1]
# C3H4KO4

A structure of composition C3H4KO4 (ωB97M-V with the def2-TZVPD basis set, the Open Molecules 2025 dataset).

XYZ file:
```
12
Properties=species:S:1:pos:R:3:forces:R:3:mulliken_charge:R:1
H -2.43558 -0.76839 0.26832 2.12 1.36 -0.49 0.080
C -1.36265 -0.28901 -0.33296 -2.23 -1.75 -0.39 -0.452
C -0.17266 -0.78252 0.47937 -0.32 0.17 0.72 -0.249
O 1.06203 -0.76410 -0.21971 -0.32 -0.56 -0.10 -0.320
C 1.90075 0.31982 -0.16021 0.74 0.27 0.00 0.697
O 1.49330 1.34416 0.44970 0.48 -0.29 0.51 -0.867
O 2.99352 0.15950 -0.71195 -0.11 -0.06 -0.11 -0.740
O -1.36155 0.98088 -0.71899 -0.69 -0.05 0.38 -0.886
H -1.48606 -0.98220 -1.19854 0.45 -0.06 -0.10 0.199
H -0.34409 -1.83360 0.75636 0.03 0.12 -0.10 0.294
H -0.10753 -0.19934 1.41284 0.17 -0.05 -0.23 0.243
K -0.17948 2.81479 -0.02423 -0.32 0.91 -0.09 1.002
```
Forces are in eV/Å.

## Properties
Lowest unoccupied orbital energy, Eh: 0.07527
ΔE to the lowest compared entry with this formula, charge and spin, kcal/mol: 0.00
Kohn-Sham gap, eV: 5.53
HOMO level, eV: -3.48
Molecular weight, u: 143.159
E, eV: -27692.01588
Total charge: -1



[2]
# C3Br4Hg2O9Sr4

A structure of composition C3Br4Hg2O9Sr4 (ωB97M-V with the def2-TZVPD basis set, the Open Molecules 2025 dataset).

XYZ file:
```
22
Properties=species:S:1:pos:R:3:forces:R:3:mulliken_charge:R:1
Hg 3.69571 -1.98251 2.22837 -0.26 0.08 0.04 0.614
Hg 0.76004 -1.81086 2.51865 1.37 0.01 0.09 0.410
Sr -3.16971 -1.53961 0.54860 -0.48 -0.53 0.60 1.850
Sr -2.16814 0.48478 -3.29966 0.30 -0.12 -0.11 1.805
Sr 2.31075 0.24043 -2.40692 2.71 -0.21 0.42 1.650
Sr -0.71940 2.95624 0.65388 -1.03 1.17 0.96 1.558
C 1.37878 1.89359 3.35411 -0.96 1.74 2.18 0.814
O 0.77484 2.86971 3.06456 0.73 -1.43 -1.21 -0.488
O 3.49512 -0.39100 -0.25644 -0.54 -0.49 0.02 -0.421
O 1.90049 1.03801 3.92387 0.21 -0.38 -1.13 -0.274
C -2.87447 -2.09356 -2.26466 1.50 3.01 0.29 1.147
O -2.81454 -0.84249 -1.51486 0.16 0.60 -1.03 -1.507
O -2.43462 -2.04468 -3.40240 0.32 1.13 -1.83 -0.782
O -3.24344 -3.00221 -1.59509 -1.60 -3.21 2.90 -0.755
C 0.07196 1.91653 -1.79578 -4.96 0.38 -0.07 1.578
O -1.22675 2.39967 -1.72366 3.30 -1.33 -0.30 -1.059
O 0.82175 2.08475 -0.80558 1.96 -0.43 -0.46 -1.061
O 0.36620 1.14714 -2.77622 -1.87 1.08 -0.64 -1.179
Br 6.15885 -2.13307 2.64968 -1.17 0.08 -0.23 -0.277
Br 1.56096 -2.38268 -2.59958 -0.04 -0.35 0.54 -0.447
Br -1.57336 -1.17937 3.40866 0.29 -0.21 -0.72 -0.492
Br -3.07103 2.37120 2.09045 0.05 -0.60 -0.30 -0.681
```
Forces are in eV/Å.

## Properties
Lowest unoccupied orbital energy, Eh: -0.39312
Kohn-Sham gap, eV: 3.85
HOMO level, eV: -14.55
Molecular weight, u: 1251.300
E, eV: -313395.40723
Total charge: +2



[3]
# C21H35Cl3F2I2NO6P2

A cluster of 2 separate species, C21H35Cl3F2I2NO6P2 in total (ωB97M-V with the def2-TZVPD basis set, the Open Molecules 2025 dataset).

XYZ file:
```
72
Properties=species:S:1:pos:R:3:forces:R:3:mulliken_charge:R:1
C -0.42426 0.70690 3.65844 -0.23 0.17 -0.36 -1.629
C -0.60580 1.49914 2.35190 -0.23 -0.22 0.66 0.431
C -1.29941 0.80303 1.18242 0.17 0.05 0.22 -0.414
Cl -2.30110 -0.57961 1.71522 0.02 -0.04 0.02 -0.135
N -0.45730 0.33721 0.05018 -0.51 0.11 -0.16 0.107
C -1.01867 0.15493 -1.09643 0.50 0.20 -0.25 -0.119
Cl -2.62196 0.40804 -1.45317 -0.26 0.08 0.10 -0.054
C -0.11327 -0.43423 -2.15810 0.28 -0.84 -0.09 1.303
F -0.83800 -1.49002 -2.67116 -0.08 0.09 -0.08 -0.409
C 0.34678 0.50032 -3.31033 -0.71 0.39 -0.23 -1.451
I -0.03510 -0.38773 -5.26061 0.26 0.00 0.31 0.119
C -0.23215 1.93617 -3.26481 0.04 -0.07 -0.49 0.224
C -1.41977 2.29833 -4.15839 -0.10 0.34 0.33 -1.797
C 0.95484 -1.06457 -1.17041 -0.80 -0.42 0.34 0.123
O 0.16324 -2.09084 -0.54199 0.49 0.09 0.03 -0.033
C 0.57209 -3.44216 -0.64106 -0.49 -0.46 0.10 -0.209
C -0.31444 -4.25182 0.28789 -0.44 0.14 0.01 0.394
C 0.10375 -5.71692 0.33027 0.07 0.17 0.31 -1.542
O -1.66663 -4.15184 -0.16945 0.31 -0.34 -0.25 -0.610
P 2.49560 -1.50828 -2.07113 0.85 1.52 -1.06 0.386
C 2.14600 -2.84297 -3.26935 -0.13 -0.55 0.39 -1.430
C 3.84073 -1.99342 -0.94313 -0.29 -0.21 0.25 -1.130
C 1.01741 -0.01365 0.02781 0.28 -0.33 -0.60 0.465
C 1.46782 -0.80884 1.28127 -0.10 0.43 0.50 -0.460
C 2.31138 -0.13522 2.38065 0.29 -0.29 0.13 -1.442
C 3.81249 -0.13762 2.10672 -0.33 -0.30 -0.23 -1.177
I 4.90465 0.24441 3.88992 0.05 0.16 -0.11 0.071
P 1.98488 1.66910 0.01650 0.24 0.15 0.22 0.054
O 0.69094 2.61238 -0.31468 -0.05 -0.09 -0.08 -0.265
Cl 3.06839 1.81283 -1.71606 -0.11 -0.10 0.00 -0.197
H 0.28828 1.24264 4.27860 0.06 -0.08 0.13 0.430
H -1.37431 0.67464 4.18460 -0.01 -0.05 0.10 0.473
H -0.10010 -0.31568 3.50474 0.15 -0.05 0.08 0.368
H 0.32461 1.96741 2.04663 0.03 -0.07 -0.20 0.157
H -1.26957 2.31528 2.62568 0.10 0.27 -0.17 -0.418
H -2.00425 1.50088 0.74403 0.07 0.02 -0.14 0.865
H 1.42362 0.56318 -3.32237 0.14 -0.16 0.28 0.770
H 0.58941 2.59762 -3.53712 0.04 0.10 0.14 0.545
H -0.50309 2.18788 -2.24623 0.16 0.03 0.24 -0.024
H -1.11426 2.49676 -5.18096 -0.02 -0.22 -0.10 0.457
H -2.21845 1.56130 -4.14384 0.02 -0.15 -0.11 0.372
H -1.84534 3.23074 -3.78067 -0.01 0.03 -0.02 0.451
H 1.61062 -3.58485 -0.33536 0.09 0.11 -0.13 0.101
H 0.40566 -3.82291 -1.65078 0.14 0.00 0.03 0.191
H -0.27264 -3.81514 1.28990 0.22 0.04 0.04 0.311
H 1.14709 -5.83556 0.04147 0.04 -0.12 -0.07 0.354
H -0.53572 -6.31404 -0.31243 0.04 0.05 -0.20 0.344
H -0.00211 -6.09912 1.34347 -0.02 -0.11 0.00 0.368
H -2.16723 -3.63143 0.45017 -0.25 0.29 0.23 0.324
H 2.54915 -2.53443 -4.22776 0.05 0.07 -0.05 0.427
H 1.08258 -3.02956 -3.39367 -0.02 0.09 -0.07 0.412
H 2.61993 -3.77847 -2.97134 -0.04 -0.07 0.03 0.426
H 3.60404 -2.67289 -0.12550 0.09 -0.15 -0.04 0.379
H 4.27196 -1.07875 -0.54000 -0.01 0.02 0.06 0.250
H 4.60868 -2.43552 -1.57708 -0.01 -0.09 -0.03 0.518
H 0.56801 -1.21164 1.74130 -0.03 -0.05 -0.05 0.120
H 2.02910 -1.67966 0.95035 -0.07 0.00 -0.16 0.220
H 1.97580 0.86333 2.64088 0.03 0.08 -0.01 0.492
H 2.17100 -0.73809 3.27907 -0.12 0.00 0.01 0.810
H 4.12000 -1.12608 1.77526 0.09 -0.04 0.11 0.507
H 4.10366 0.56842 1.33297 0.16 0.19 0.16 0.481
H 0.86470 3.50760 -0.00600 -0.06 0.27 -0.01 0.352
C -5.27740 4.74377 2.19611 -0.14 0.01 0.05 -0.470
C -4.39397 4.27073 1.06255 0.08 0.16 0.00 0.378
O -3.09267 4.38148 1.62395 -0.07 -0.37 -0.03 -0.293
C -3.21512 4.26313 2.98069 -0.17 0.21 0.10 0.679
O -2.30926 4.08280 3.72201 0.15 -0.07 -0.05 -0.528
O -4.50692 4.36386 3.34411 -0.03 0.03 -0.10 -0.324
F -4.47365 5.05708 -0.03220 0.05 0.02 0.04 -0.303
H -5.39549 5.82738 2.17703 0.05 0.02 -0.09 0.297
H -6.25327 4.26847 2.21673 0.06 -0.10 0.13 0.286
H -4.56623 3.23442 0.76210 -0.02 0.03 -0.09 0.270
```
Forces are in eV/Å.

## Properties
Lowest unoccupied orbital energy, Eh: -0.14891
ΔE to the lowest compared entry with this formula, charge and spin, kcal/mol: 0.00
Kohn-Sham gap, eV: 6.94
HOMO level, eV: -10.99
Molecular weight, u: 857.623
E, eV: -113893.97378
Total charge: +1